# 1
{
  "formula": "C19H45ClNO15P3",
  "method": "ωB97M-V/def2-TZVPD",
  "smiles": "CC[C@H](Cl)[C@@]1(C[C@H](O)CN)COC(=O)C1.COP(=O)(OC)OC.COP(=O)(OC)OC.COP(=O)(OC)OC",
  "lumo_energy_ev": -2.01,
  "homo_lumo_gap_ev": 6.771,
  "symbols": ["C", "C", "C", "Cl", "C", "C", "C", "O", "C", "N", "C", "O", "C", "O", "C", "H", "H", "H", "H", "H", "H", "H", "H", "H", "H", "H", "H", "H", "H", "H", "H", "H", "H", "C", "O", "P", "O", "O", "C", "O", "C", "H", "H", "H", "H", "H", "H", "H", "H", "H", "C", "O", "P", "O", "O", "C", "O", "C", "H", "H", "H", "H", "H", "H", "H", "H", "H", "C", "O", "P", "O", "O", "C", "O", "C", "H", "H", "H", "H", "H", "H", "H", "H", "H"],
  "coordinates": [[-3.672026, -0.946064, 2.593026], [-2.557646, -0.157362, 3.348623], [-2.950755, 1.260344, 3.817491], [-4.361251, 1.181558, 4.938507], [-3.147616, 2.308160, 2.643585], [-1.941662, 2.298549, 1.688572], [-2.029775, 3.213329, 0.426509], [-2.850116, 4.360945, 0.561673], [-2.450753, 2.471169, -0.891643], [-3.839249, 2.703662, -1.291287], [-4.577983, 2.235877, 2.007214], [-5.245175, 3.494614, 1.973556], [-4.773705, 4.198304, 3.054702], [-5.362715, 5.052769, 3.552804], [-3.404231, 3.637620, 3.463541], [-4.590295, -0.378356, 2.407324], [-3.238072, -1.380595, 1.676920], [-3.962884, -1.816993, 3.205135], [-2.339177, -0.733553, 4.266384], [-1.597845, -0.130510, 2.810372], [-2.101353, 1.636222, 4.413713], [-1.051162, 2.541645, 2.301377], [-1.751376, 1.277228, 1.312252], [-1.000577, 3.584960, 0.240231], [-2.358872, 5.102922, 0.935687], [-1.828255, 2.911501, -1.692225], [-2.172326, 1.401364, -0.868551], [-3.911906, 3.068477, -2.229107], [-4.420507, 1.887894, -1.154946], [-5.300755, 1.558645, 2.485501], [-4.384729, 1.766658, 1.024595], [-2.706027, 4.399509, 3.052246], [-3.143267, 3.639041, 4.526699], [3.050851, -3.285583, 2.696631], [3.108861, -1.859910, 2.877270], [2.854678, -1.299354, 4.456021], [1.443901, -0.812183, 4.266023], [3.955706, -0.131327, 4.270776], [3.937585, 0.673619, 3.099823], [2.979586, -1.090022, 6.110999], [2.292592, -2.064249, 6.908799], [3.217930, -3.509754, 1.645900], [3.827640, -3.770120, 3.291733], [2.068935, -3.662259, 2.993338], [2.924404, 0.820754, 2.723680], [4.560793, 0.219143, 2.329626], [4.359981, 1.645984, 3.352926], [2.565510, -3.076006, 6.607372], [1.213769, -1.930349, 6.818239], [2.584880, -1.917252, 7.946476], [0.893176, 1.620723, -7.293590], [0.576538, 2.739201, -6.450908], [1.544603, 2.920138, -5.069116], [0.551167, 2.401402, -4.065667], [1.523605, 4.528932, -5.203108], [0.292371, 5.201050, -5.436956], [2.874276, 3.066834, -4.064106], [3.523027, 1.835288, -3.716626], [0.197741, 1.612580, -8.129265], [1.910177, 1.713093, -7.680244], [0.794942, 0.686481, -6.734370], [-0.546620, 4.687146, -4.966500], [0.120841, 5.294926, -6.509119], [0.369591, 6.202071, -5.013374], [3.752818, 1.251691, -4.608534], [2.888667, 1.252362, -3.047467], [4.453505, 2.076384, -3.206808], [0.112880, -6.966352, -3.398539], [0.285494, -5.719111, -2.708850], [1.887039, -5.308002, -2.307792], [1.746949, -5.635314, -0.838485], [1.615209, -3.744104, -2.603901], [0.426001, -3.128899, -2.121128], [3.536521, -4.997759, -2.277124], [4.379114, -6.155872, -2.214353], [-0.948529, -7.112834, -3.582810], [0.638893, -6.946982, -4.355243], [0.489293, -7.791020, -2.787529], [0.099363, -3.563637, -1.175829], [-0.363649, -3.216195, -2.866802], [0.634454, -2.070597, -1.965219], [4.116280, -6.870836, -2.994497], [4.293401, -6.629573, -1.235473], [5.407301, -5.833878, -2.366785]],
  "forces_ev_per_angstrom": [[0.7110, -0.5214, 0.2453], [-0.6416, -0.4052, 0.9326], [1.1727, -0.5196, -1.3406], [0.2525, 0.0033, -0.2285], [-2.2026, 0.8232, 2.8433], [-0.2515, 0.0789, 0.0849], [0.8019, 0.0493, -0.1633], [-0.1765, 0.1110, 0.1599], [0.1985, 0.7306, -0.5957], [0.2531, -0.4259, 0.4413], [0.4262, -1.9975, -1.4460], [0.9662, -0.1548, 0.4917], [2.0988, -3.5375, -1.1927], [-1.9945, 3.3237, 1.5787], [1.6673, 1.1716, -1.7313], [0.4103, -0.0910, -0.1853], [-0.4863, 0.3638, 0.0827], [-0.0118, 0.3906, -0.2252], [0.0708, 0.3243, -0.3333], [-0.4555, 0.1390, 0.0674], [-0.4469, -0.1104, -0.0801], [-0.3289, 0.0756, -0.2938], [-0.2171, 0.3577, 0.1998], [-0.2948, -0.4749, 0.0664], [0.0775, -0.3287, -0.1037], [-0.1217, -0.2381, 0.3781], [-0.1397, 0.3759, 0.2426], [-0.0935, -0.2300, 0.1066], [-0.0460, 0.1978, -0.2782], [0.6629, 0.0844, 0.3143], [-0.7278, 0.9014, -0.0855], [-0.3422, -0.2210, 0.2154], [-0.6989, -0.2836, -0.1788], [-0.1379, -0.1013, -0.1280], [1.0946, -2.2117, 2.3639], [-2.6730, 7.2466, -1.8974], [0.2651, -1.4510, 0.3099], [0.1007, -0.3486, 0.5814], [0.2340, 0.0500, -0.3445], [1.3895, -2.8667, -1.0885], [-0.2671, -0.0557, 0.1864], [-0.0406, 0.0890, -0.0013], [0.0013, -0.1196, -0.1257], [0.0161, -0.0461, -0.0755], [-0.0247, -0.1175, 0.0482], [-0.0993, 0.0007, -0.0702], [-0.0135, -0.0988, 0.1776], [-0.0505, -0.0468, 0.1589], [0.0294, -0.0020, -0.0865], [0.0917, 0.0825, -0.0834], [-0.1439, -0.1341, -0.0165], [3.1771, -1.1590, -0.5098], [-5.2222, 4.0048, 4.5391], [0.8829, -0.9745, -0.8043], [0.6436, -0.2701, 0.0632], [-0.2022, 0.2158, -0.3189], [0.7570, -1.2531, -3.0381], [0.0401, -0.2204, 0.2414], [-0.0352, 0.0680, 0.0575], [-0.0610, -0.0764, -0.1381], [-0.0288, -0.0156, -0.0616], [0.0709, -0.1075, -0.0176], [-0.0999, -0.0567, 0.0205], [0.1732, -0.0965, 0.0578], [0.1220, -0.0789, 0.0989], [-0.0542, 0.0194, -0.0705], [-0.0514, 0.1262, -0.0603], [-0.1124, -0.1170, 0.0880], [2.1715, -1.2492, -2.5268], [-2.0625, 4.5977, 7.0456], [0.3708, -1.1401, -1.0290], [0.7874, -0.3065, -0.5121], [-0.4180, 0.1825, -0.1378], [-0.8957, -1.5049, -2.9739], [0.1797, -0.1761, 0.1821], [0.0008, 0.0756, 0.0580], [-0.1334, -0.1049, -0.0578], [-0.0605, -0.0231, -0.0222], [0.0717, -0.1217, -0.0498], [-0.0548, -0.0498, 0.0859], [0.1914, -0.0840, -0.0634], [0.1704, -0.0613, 0.0221], [-0.0957, 0.0111, -0.0267], [-0.0862, 0.1150, -0.0394]]
}



# 2
{
  "formula": "C19H45N2O13P3",
  "method": "ωB97M-V/def2-TZVPD",
  "smiles": "NCC[C@H]1C(=O)OC[C@]1(CN)P(=O)(O)O.CCOP(=O)(OCC)OCC.CCOP(=O)(OCC)OCC",
  "de_lowest_kcal_mol": 197.9,
  "lumo_energy_ev": -1.34,
  "homo_lumo_gap_ev": 8.117,
  "symbols": ["N", "C", "C", "C", "C", "O", "O", "C", "C", "C", "N", "P", "O", "O", "O", "H", "H", "H", "H", "H", "H", "H", "H", "H", "H", "H", "H", "H", "H", "H", "O", "P", "O", "C", "C", "O", "C", "C", "O", "C", "C", "H", "H", "H", "H", "H", "H", "H", "H", "H", "H", "H", "H", "H", "H", "H", "O", "P", "O", "C", "C", "O", "C", "C", "O", "C", "C", "H", "H", "H", "H", "H", "H", "H", "H", "H", "H", "H", "H", "H", "H", "H"],
  "coordinates": [[4.020155, -4.691764, 1.084335], [3.886946, -5.333737, -0.277523], [2.347322, -5.795780, -0.539299], [1.413875, -4.488094, -0.546966], [0.846377, -4.100063, -2.023405], [1.425593, -3.462863, -2.933902], [-0.496596, -4.581174, -2.108865], [-0.987489, -4.646690, -0.740013], [0.133372, -4.410988, 0.430682], [-0.105825, -5.562723, 1.515010], [-1.447842, -5.539784, 2.166339], [-0.114059, -2.627505, 1.072564], [-1.285600, -1.894443, 0.352165], [-0.475057, -2.583865, 2.755270], [1.263358, -1.644328, 0.869917], [4.682133, -3.907980, 1.056019], [4.281215, -5.405000, 1.774917], [4.251380, -4.628491, -1.095881], [4.562852, -6.273175, -0.274939], [2.283723, -6.321575, -1.551278], [2.112776, -6.555299, 0.277599], [2.194991, -3.645303, -0.412374], [-2.040876, -4.228190, -0.523437], [-1.188854, -5.783463, -0.629566], [0.692853, -5.421525, 2.341258], [0.093852, -6.620621, 1.084790], [-1.504261, -6.444135, 2.679863], [-2.222513, -5.585496, 1.489190], [-1.374560, -2.174749, 2.794985], [1.547736, -1.254100, 1.736432], [2.070670, 2.927225, -2.086383], [1.675843, 2.232092, -3.395395], [2.183033, 0.717577, -2.971938], [1.309197, -0.064543, -2.161468], [0.060964, -0.476394, -2.918012], [3.061702, 2.720987, -4.201941], [3.749088, 3.887534, -3.723644], [4.819903, 3.527911, -2.703117], [1.127898, 1.545509, -4.866661], [0.441028, 2.446877, -5.749194], [1.305960, 3.581337, -6.276521], [1.053287, 0.495866, -1.257003], [1.865048, -0.954693, -1.857739], [-0.538682, 0.397907, -3.191406], [-0.562107, -1.136821, -2.311172], [0.322818, -0.988593, -3.846967], [3.045002, 4.626654, -3.325804], [4.227821, 4.370432, -4.585701], [4.478343, 2.795630, -1.970509], [5.159879, 4.416733, -2.165405], [5.683333, 3.073703, -3.201223], [-0.435191, 2.850368, -5.232369], [0.086188, 1.852970, -6.595169], [1.513224, 4.312557, -5.490102], [0.797749, 4.118883, -7.079486], [2.264850, 3.214704, -6.649662], [-3.426485, 3.510186, 1.566252], [-3.342454, 3.378805, 3.091937], [-2.118483, 4.469137, 3.312593], [-2.465189, 5.849391, 3.336655], [-3.272310, 6.203660, 4.571592], [-2.405603, 1.991863, 3.032800], [-2.464985, 1.181039, 1.846476], [-1.405356, 1.589787, 0.833993], [-3.385304, 3.211735, 4.797147], [-4.415563, 2.349392, 5.305641], [-4.272044, 0.894463, 4.886492], [-3.012444, 6.103070, 2.423588], [-1.530000, 6.414486, 3.334120], [-4.236307, 5.686057, 4.572404], [-3.465909, 7.277393, 4.615939], [-2.744710, 5.899417, 5.478941], [-3.468638, 1.195158, 1.407557], [-2.288101, 0.139254, 2.143734], [-1.329436, 2.671693, 0.715151], [-1.612896, 1.150726, -0.144734], [-0.415936, 1.252741, 1.161389], [-5.389669, 2.737269, 4.991978], [-4.367838, 2.407422, 6.395906], [-4.515587, 0.767023, 3.827970], [-4.959707, 0.257397, 5.446169], [-3.252870, 0.531922, 5.038413]],
  "forces_ev_per_angstrom": [[-0.2031, -0.2918, -1.1572], [0.0035, -0.9332, 0.2631], [0.8926, 0.1941, -0.2517], [1.4597, 1.2549, -0.4947], [0.6960, 0.9572, -1.4685], [-2.3846, -3.0515, 3.7300], [1.8960, 2.2557, 1.4514], [-1.6522, -3.3750, 1.3591], [-0.3920, -0.2463, -2.0639], [1.4839, -0.2187, 0.5009], [0.3362, -0.8021, -0.2569], [-2.9365, 3.9913, -0.0242], [3.0713, -2.5134, 1.6334], [0.6618, -0.0686, -2.6679], [-1.4210, -1.8925, 1.6277], [-0.3062, -0.7656, 0.2415], [0.0764, 0.7543, -0.4323], [-0.6198, -0.8941, 1.1101], [-1.1310, 1.3626, -0.4502], [0.0926, 0.5927, 1.3850], [-0.0103, 1.1467, -1.0922], [-1.6414, -1.1109, 0.4199], [2.0731, 0.3089, -0.9370], [0.2822, 1.5364, -0.0430], [-1.3104, -0.1728, -1.1926], [-0.1005, 1.9029, 0.0965], [-0.0804, 1.0728, -0.3282], [0.6577, 0.0439, 0.1764], [0.8821, -0.4412, -0.1892], [-0.3894, -0.5479, -0.9612], [-4.4770, 0.7044, -0.8277], [8.7544, -3.6077, -0.2227], [-0.9044, 0.3917, -0.1752], [-0.2204, -0.2911, 0.1441], [-0.1357, -0.0612, -0.0976], [-1.0725, 0.6857, -0.2784], [0.2296, 0.0937, 0.0255], [0.2775, -0.2018, -0.0478], [-1.8644, 2.3934, 1.8800], [-0.2152, 0.2377, -0.6432], [0.1670, 0.2401, 0.1499], [0.0040, -0.0537, 0.0422], [0.0712, 0.1615, -0.0815], [-0.0638, -0.0390, 0.0903], [0.0429, 0.0505, 0.0579], [0.0198, 0.0105, 0.1431], [0.1056, -0.2751, 0.0675], [-0.1332, -0.3096, -0.0563], [-0.2410, 0.1702, -0.0437], [-0.0138, -0.0239, -0.0779], [-0.0844, 0.1299, -0.0026], [-0.0766, -0.0606, -0.1745], [0.0366, -0.1593, 0.2329], [0.0587, -0.0244, -0.1026], [-0.1341, -0.1482, 0.0041], [-0.1604, -0.0144, 0.0607], [-4.1373, 0.9757, 1.8799], [9.3162, -1.6211, -1.1559], [-0.9355, 0.2135, 0.3172], [0.0335, 0.2200, 0.0739], [-0.0959, 0.0505, 0.1289], [-1.3529, -0.0317, 0.3642], [0.1814, -0.2052, -0.2627], [0.3094, 0.0289, 0.0282], [-2.8996, 0.3179, -1.9952], [-0.2834, -0.4763, 0.4773], [-0.0021, -0.1528, -0.3062], [0.0241, 0.0500, -0.0208], [-0.0116, -0.1792, -0.0575], [-0.0033, 0.1126, 0.0057], [0.0203, -0.0265, -0.0443], [-0.0220, 0.0490, -0.1142], [0.2304, 0.1641, 0.0614], [0.0514, 0.2351, 0.1889], [-0.2662, -0.0327, 0.0501], [0.0317, -0.0814, 0.1204], [-0.1356, -0.0703, -0.0687], [-0.0277, -0.0342, 0.1929], [0.1061, 0.2320, -0.1228], [0.0718, -0.0677, 0.0751], [-0.0337, 0.1637, 0.1177], [-0.1263, 0.1178, 0.0162]]
}